[1]
{"formula": "C5H12", "method": "wB97M-V/def2-TZVPD", "e_lumo_ev": 1.24, "homo_energy_ev": -10.5, "smiles": "CCC(C)C", "orbital_gap_ev": 11.7, "species": ["C", "C", "C", "C", "C", "H", "H", "H", "H", "H", "H", "H", "H", "H", "H", "H", "H"], "xyz": [[-0.54650, 1.37930, -1.27558], [-1.48235, 0.19005, 0.62882], [-0.14287, 0.58107, 0.01371], [0.59343, -0.79224, -0.24263], [1.68333, -1.16638, 0.88011], [-0.23744, -1.53452, -0.31420], [-1.05605, 2.32098, -0.94876], [2.36800, -0.35128, 1.15437], [-1.67485, 1.17181, 1.02561], [2.11464, -2.03238, 0.39636], [0.29856, 1.47141, -1.89937], [-1.24367, -0.48130, 1.37584], [-2.16752, -0.29404, -0.12456], [-1.19399, 0.73138, -1.92350], [0.45620, 1.25650, 0.70463], [1.09126, -0.88058, -1.22868], [1.13982, -1.56978, 1.77782]]}

---

[2]
{"formula": "C40H45ClIrN4O2", "method": "wB97M-V/def2-TZVPD", "e_lumo_ev": -3.32, "homo_energy_ev": -10.4, "charge": 1, "orbital_gap_ev": 7.1, "species": ["Ir", "Cl", "O", "O", "N", "N", "N", "N", "C", "C", "C", "C", "C", "C", "C", "C", "C", "C", "C", "C", "C", "C", "C", "C", "C", "C", "C", "C", "C", "C", "C", "C", "C", "C", "C", "C", "C", "C", "C", "C", "C", "C", "C", "C", "C", "C", "C", "C", "H", "H", "H", "H", "H", "H", "H", "H", "H", "H", "H", "H", "H", "H", "H", "H", "H", "H", "H", "H", "H", "H", "H", "H", "H", "H", "H", "H", "H", "H", "H", "H", "H", "H", "H", "H", "H", "H", "H", "H", "H", "H", "H", "H", "H"], "xyz": [[-0.21761, -0.01002, -0.92897], [5.11929, 5.64254, -4.09844], [0.95083, 0.62681, -2.51641], [1.05617, 1.60556, -0.58884], [-0.85502, -0.41983, 0.95221], [-1.47378, -1.47051, -1.53194], [1.26914, -1.26047, -0.31173], [-1.87604, 1.08378, -1.61846], [5.48094, -3.52363, 1.16263], [-1.46232, -2.80716, -1.57758], [-3.17498, -2.01060, 5.10537], [-4.71041, 3.77918, -0.15023], [3.19350, -2.61536, -0.61188], [2.78886, 2.44722, -3.68891], [-0.81726, 4.29975, -3.07675], [2.81720, 3.61118, -1.57153], [3.77177, -4.62080, 2.60694], [2.00756, -2.69142, 1.43845], [-2.72455, -1.04807, -1.92775], [-3.51071, -2.16280, -2.23604], [-0.77399, -2.29365, 5.71274], [-2.70867, -3.27777, -2.01011], [-2.24473, -0.18270, 2.86871], [3.66360, 4.56549, -2.10434], [-0.32395, -1.55504, 2.98055], [-2.34823, 3.41330, -0.91850], [-0.96407, 2.07099, -4.20128], [-1.82546, 2.50642, -1.84272], [1.12175, -1.75812, 0.92707], [-1.92698, 0.09307, 1.55780], [2.28674, -1.68618, -1.06873], [-2.87745, 0.34997, -2.00118], [2.37962, 2.55285, -2.36250], [4.08491, -4.16480, 1.18247], [-0.05343, -1.24252, 1.66066], [3.07646, -3.14507, 0.67382], [-2.15876, 2.22134, -5.14927], [-1.78901, -1.34877, 5.07042], [4.06472, 4.44933, -3.42867], [-1.98403, 4.75370, -1.04116], [1.44776, 1.57085, -1.80263], [-1.82123, -0.03769, 5.86987], [4.06406, -5.38848, 0.25423], [3.63674, 3.39769, -4.22790], [-3.38965, 3.04945, 0.11408], [-1.18480, 5.19099, -2.08057], [-1.43961, -1.03179, 3.62433], [-1.15370, 2.95520, -2.99120], [3.07674, -5.85359, 0.23838], [-3.77298, 0.81681, -2.40178], [2.47988, 3.68568, -0.54647], [4.52115, -5.34622, 2.92333], [6.21804, -4.24286, 1.52194], [-3.18160, -2.94055, 4.53400], [0.22770, -1.85908, 5.73840], [-2.28818, 3.25875, -5.45968], [-2.35209, 5.46395, -0.30991], [-0.72960, -3.25511, 5.19643], [-3.13019, 0.27352, 3.28888], [-1.07028, -2.49051, 6.74299], [-3.60105, 1.98271, 0.08972], [2.43510, 1.62264, -4.29331], [-0.27449, 4.64928, -3.94802], [0.34810, -2.21060, 3.51069], [3.96572, 3.33444, -5.25560], [-0.85318, 1.02636, -3.92554], [-4.58107, 4.86028, -0.11770], [-0.85038, 0.46050, 5.84822], [-3.44296, -2.24273, 6.13685], [-3.94776, -1.35649, 4.70030], [-2.07134, -0.25028, 6.90998], [-2.56933, 0.65565, 5.48395], [4.78229, -6.12820, 0.60984], [-3.03090, 3.29496, 1.11789], [-4.52887, -2.14915, -2.59054], [-3.08415, 1.90615, -4.66196], [3.99203, -2.92180, -1.27271], [5.51941, -2.64501, 1.80905], [-5.45957, 3.50549, 0.59345], [2.34374, -1.25681, -2.05935], [5.77490, -3.22052, 0.15720], [-2.97856, -4.31153, -2.14977], [3.80155, -3.79051, 3.31600], [4.33557, -5.12841, -0.76928], [1.85639, -3.07253, 2.43570], [-0.04981, 2.36455, -4.72114], [2.79663, -5.10828, 2.67360], [4.01143, 5.39753, -1.50871], [-0.58188, -3.37366, -1.31192], [-0.89412, 6.23146, -2.14343], [-2.52975, 0.74630, 0.95397], [-2.02480, 1.60971, -6.04227], [-5.09866, 3.52425, -1.13775]]}

---

[3]
{"formula": "CH2NO3S", "method": "wB97M-V/def2-TZVPD", "e_lumo_ev": 3.83, "homo_energy_ev": -3.5, "charge": -1, "orbital_gap_ev": 7.3, "species": ["S", "O", "O", "O", "N", "C", "H", "H"], "xyz": [[1.64207, -0.23929, 0.58131], [-0.91341, 0.98361, 0.72028], [1.13901, -1.62069, 0.48612], [2.68663, 0.16255, -0.45167], [0.35084, 0.77177, -0.06451], [-1.44984, 0.17363, -0.20639], [-1.42776, -0.87532, -0.00288], [-2.02754, 0.64375, -1.06226]]}

---

[4]
{"formula": "C6H18NO", "method": "wB97M-V/def2-TZVPD", "e_lumo_ev": -3.15, "homo_energy_ev": -14.3, "charge": 1, "orbital_gap_ev": 11.1, "species": ["O", "N", "C", "C", "C", "C", "C", "C", "H", "H", "H", "H", "H", "H", "H", "H", "H", "H", "H", "H", "H", "H", "H", "H", "H", "H"], "xyz": [[0.00081, -3.34105, 1.09729], [0.07431, -0.62443, 1.34643], [0.87099, 0.50928, 1.94148], [-1.14953, -0.89935, -2.00388], [-1.31618, 0.55178, -1.63369], [0.07638, 1.26166, -1.38416], [0.24806, 1.95248, -0.02923], [1.38970, 1.45392, 0.85124], [0.29117, 3.03793, -0.09132], [-1.03804, -1.63549, -1.20939], [-1.87722, 1.16017, -2.33462], [0.88006, 0.56150, -1.62614], [0.57574, -1.47779, 1.58284], [-1.81655, 0.66408, -0.66822], [0.28930, 1.00709, 2.72170], [2.09809, 0.81609, 0.31323], [-0.88363, -0.66414, 1.69444], [-0.03100, -0.52297, 0.33554], [0.26520, -3.98977, 0.43168], [1.69111, 0.13774, 2.55996], [0.32642, -3.73764, 1.91847], [-0.36402, -1.10703, -2.71820], [1.90421, 2.29013, 1.32347], [0.16555, 1.96973, -2.20863], [-0.73088, 1.89534, 0.46620], [-1.94003, -1.26925, -2.67649]]}

---

[5]
{"formula": "C12H16LuNO3P", "method": "wB97M-V/def2-TZVPD", "e_lumo_ev": -14.38, "homo_energy_ev": -16.6, "charge": 3, "orbital_gap_ev": 2.2, "species": ["Lu", "P", "O", "O", "O", "N", "C", "C", "C", "C", "C", "C", "C", "C", "C", "C", "C", "C", "H", "H", "H", "H", "H", "H", "H", "H", "H", "H", "H", "H", "H", "H", "H", "H"], "xyz": [[-3.42283, 2.84906, 2.06672], [2.53595, 1.42742, -1.21434], [2.92719, 1.88116, -2.67986], [3.44505, 2.14805, -0.13625], [0.42255, 0.92360, 1.18069], [2.31512, -0.46635, 1.35591], [2.55609, -0.45239, -1.02217], [1.07761, -0.74457, -0.57776], [-2.35882, -0.82485, 2.29572], [3.22655, -0.98671, 0.28197], [-3.29316, 0.16426, 2.28275], [-3.04657, 0.36009, -0.15713], [-1.38401, -1.00752, -1.40501], [-2.06489, -0.62277, -0.10754], [-3.67928, 0.78097, 0.99582], [1.15553, 0.04838, 0.76798], [0.01440, -0.33350, -1.60740], [-1.75651, -1.20677, 1.10592], [-0.12955, 0.75577, -1.69203], [2.89135, 0.24275, 1.80900], [-3.80057, 0.49916, 3.21666], [4.27393, -0.73787, 0.44186], [-2.00148, -0.63254, -2.22861], [-2.06743, -1.30436, 3.22586], [0.95362, -1.83043, -0.47240], [2.85992, 2.66734, 0.44844], [2.16525, 1.66896, -3.25570], [-4.46817, 1.59484, 0.93558], [-3.34889, 0.82040, -1.09575], [3.04025, -2.06842, 0.24801], [2.87841, -0.85966, -1.98788], [-1.28774, -2.08981, -1.53816], [0.35742, -0.68847, -2.58980], [-0.98631, -1.97520, 1.10889]]}

---

[6]
{"formula": "C20H16BrClN2O5", "method": "wB97M-V/def2-TZVPD", "e_lumo_ev": 0.24, "homo_energy_ev": -8.0, "smiles": "COc1cc(/C=N/NC(=O)c2ccc(COc3ccccc3Cl)o2)cc(Br)c1O", "orbital_gap_ev": 8.2, "species": ["Br", "Cl", "O", "O", "O", "O", "O", "N", "N", "C", "C", "C", "C", "C", "C", "C", "C", "C", "C", "C", "C", "C", "C", "C", "C", "C", "C", "C", "C", "H", "H", "H", "H", "H", "H", "H", "H", "H", "H", "H", "H", "H", "H", "H", "H"], "xyz": [[-2.31746, -5.84782, -1.35573], [1.46897, -2.19704, 0.85393], [-3.31387, 3.72548, 0.41680], [0.30302, -4.91713, -2.50063], [-0.16774, 2.14394, -0.13258], [1.34965, -2.48163, -2.65259], [2.01291, 0.55243, 0.25332], [-2.16239, 0.54840, -0.41196], [-2.92655, 1.55154, 0.03016], [-1.09077, 3.12606, -0.06417], [1.98857, -1.22482, -2.66661], [-0.60342, -1.51399, -1.53728], [0.65228, -0.09033, 4.12826], [-1.86106, -1.73762, -0.96347], [-2.51448, 2.85247, 0.13550], [1.57928, 0.41272, 1.53950], [1.26364, -0.88570, 1.95555], [0.12126, -2.56569, -2.05572], [-2.37790, -3.02877, -0.91232], [1.03419, 2.72590, -0.21398], [-0.46961, 4.35214, -0.11648], [0.97836, 1.19425, 3.73773], [-2.63379, -0.63415, -0.44453], [1.44055, 1.44713, 2.45667], [2.25025, 1.84684, -0.24874], [0.90970, 4.09071, -0.21552], [0.80182, -1.13614, 3.23286], [-0.39488, -3.87722, -2.00195], [-1.63996, -4.07862, -1.42451], [-3.34424, -3.21966, -0.47216], [-3.90969, 1.38260, 0.26567], [1.14864, -4.58681, -2.83454], [0.28725, -0.28403, 5.12434], [2.57285, 1.68345, -1.28424], [-0.23067, -0.50435, -1.54573], [0.56313, -2.14826, 3.51897], [2.12578, -0.84619, -1.65132], [-3.64921, -0.85841, -0.09552], [1.68606, 2.46022, 2.17988], [1.42044, -0.50209, -3.26038], [3.07157, 2.33948, 0.29098], [0.87370, 2.01582, 4.42951], [2.95807, -1.39607, -3.13193], [1.70312, 4.80713, -0.27434], [-0.95737, 5.30381, -0.08072]]}

---

[7]
{"formula": "C4H14N2O", "method": "wB97M-V/def2-TZVPD", "e_lumo_ev": 0.97, "homo_energy_ev": -9.0, "smiles": "CN[C@@H](C)CN.O", "orbital_gap_ev": 10.0, "species": ["O", "N", "N", "C", "C", "C", "C", "H", "H", "H", "H", "H", "H", "H", "H", "H", "H", "H", "H", "H", "H"], "xyz": [[-2.69110, -2.58446, 0.15931], [-0.29751, -0.76334, 1.80907], [0.97122, 1.83593, -0.50223], [-0.59984, -0.01236, -1.20058], [0.04878, 0.77949, -0.06572], [2.22516, 1.33173, -1.08051], [0.72776, -0.14126, 0.94865], [-1.03976, -0.89919, -0.78847], [2.18158, 0.27374, -1.34455], [2.44760, 1.83390, -2.02407], [-0.75204, 1.26602, 0.49967], [-3.05955, -1.82420, -0.30516], [1.31984, 0.55227, 1.55483], [3.06262, 1.55590, -0.42365], [0.47836, 2.35663, -1.22314], [0.11842, -1.39293, 2.47683], [-1.90461, -2.21161, 0.58517], [-0.85772, -0.04486, 2.24267], [1.31924, -0.90845, 0.45901], [0.10431, -0.26106, -1.99770], [-1.41635, 0.52780, -1.68947]]}

---

[8]
{"formula": "C23H16Cl5N5O8W", "method": "wB97M-V/def2-TZVPD", "e_lumo_ev": [-0.58, -1.72], "homo_energy_ev": [-6.9, -9.3], "orbital_gap_ev": [6.3, 7.6], "multiplicity": 3, "species": ["W", "Cl", "Cl", "Cl", "Cl", "Cl", "O", "O", "O", "O", "O", "O", "O", "O", "N", "N", "N", "N", "N", "C", "C", "C", "C", "C", "C", "C", "C", "C", "C", "C", "C", "C", "C", "C", "C", "C", "C", "C", "C", "C", "C", "C", "H", "H", "H", "H", "H", "H", "H", "H", "H", "H", "H", "H", "H", "H", "H", "H"], "xyz": [[-0.34973, -0.18663, 0.10652], [1.19127, -3.08328, 1.21557], [-3.00029, -5.63162, 3.31951], [0.05991, -5.32975, 2.90650], [-3.92715, -1.47212, 0.13141], [-4.93636, -3.68972, 1.89439], [2.55385, 0.82360, -2.76155], [0.67707, 0.57297, -1.56942], [-3.46904, 2.15644, 0.94042], [-1.97548, 0.51784, 1.05016], [-2.86937, -0.69458, -3.20147], [1.40188, -0.53550, 3.98833], [-0.92863, 5.29268, 4.01724], [0.00291, -0.29979, 2.23409], [-2.45937, 3.67724, 3.53233], [0.02383, -1.84386, -1.38386], [1.81607, -0.11859, 0.50258], [0.05493, 2.11603, 0.65395], [-1.77544, 0.04576, -1.33254], [0.64484, 3.01348, -0.14754], [0.72727, 4.35878, 0.16667], [4.52886, 0.03515, 1.04888], [-2.78828, 1.32688, 0.38411], [1.20351, -0.35478, 2.68358], [-1.35131, -2.12735, 0.86334], [-2.38388, -4.34306, 2.36777], [-0.49400, 2.56962, 1.78969], [-0.52671, 3.90619, 2.13201], [-2.72611, -2.39051, 0.97901], [-2.01130, -0.81241, -2.35015], [-2.70801, 1.12861, -1.11592], [-1.31277, 4.37007, 3.32600], [2.68802, 0.19968, -0.46065], [3.65362, -0.19460, 2.07138], [1.98720, 0.55217, -1.73268], [0.12763, 4.82132, 1.32335], [-0.54416, -3.11697, 1.44162], [-1.14014, -2.05251, -2.27998], [-3.24027, -3.45346, 1.73356], [-1.01561, -4.19282, 2.19082], [2.26818, -0.23055, 1.79486], [4.03809, 0.27508, -0.26056], [-1.76157, -2.84881, -1.86873], [-3.06029, 4.00818, 4.26890], [1.22824, 5.02817, -0.51772], [5.59211, 0.07031, 1.24288], [-0.95647, 1.82994, 2.42283], [-2.37356, 2.06508, -1.57346], [0.80905, -1.54560, -1.95296], [0.53477, -0.59972, 4.41346], [-3.69068, 0.89563, -1.52764], [1.03663, 2.65115, -1.08332], [-0.82232, -2.34133, -3.27936], [-2.86908, 3.11297, 2.79545], [3.98755, -0.33028, 3.09052], [0.13347, 5.86832, 1.59713], [4.67968, 0.53220, -1.08991], [0.28910, -2.71633, -0.93930]]}